C40H108O14 | the ωB97M-V functional and the def2-TZVPD basis

Atoms and positions in Å:
C1 3.028436 -0.226305 -3.958385
O1 1.832876 -0.878025 -3.473905
H1 3.909076 -0.590975 -3.429615
H2 3.061306 -0.519615 -5.007675
H3 3.158956 0.854495 -3.904175
H4 1.710556 -0.742715 -2.531395
C2 -2.868504 -4.397235 4.833995
C3 -3.817154 -3.297205 4.810015
C4 -3.337504 -2.157385 3.882595
O2 -5.091864 -3.803505 4.448505
H5 -1.963514 -4.179555 5.401185
H6 -2.604234 -4.797525 3.855205
H7 -3.349074 -5.241595 5.328165
H8 -3.905514 -2.874625 5.810865
H9 -3.436584 -2.420425 2.829455
H10 -2.292034 -1.902265 4.055875
H11 -3.978024 -1.277105 3.936825
H12 -5.252224 -3.642635 3.515765
C5 -1.537384 3.586885 2.564775
C6 -2.175984 4.854795 2.154425
C7 -1.927674 5.094445 0.662085
O3 -3.545954 4.782495 2.362825
H13 -1.869034 2.812625 1.872935
H14 -1.791694 3.338955 3.595285
H15 -0.447694 3.604495 2.545795
H16 -1.837324 5.657575 2.809365
H17 -0.984324 4.623805 0.385145
H18 -1.796804 6.140565 0.385335
H19 -2.653104 4.572605 0.037965
H20 -3.862944 5.609555 1.992575
C8 4.145726 -1.770795 4.206335
C9 4.032456 -0.353315 3.599555
C10 5.490986 0.168415 3.301245
O4 3.335416 -0.514235 2.405095
H21 4.686476 -1.678805 5.148265
H22 4.515746 -2.576385 3.572145
H23 3.145146 -2.127365 4.450895
H24 3.465136 0.343895 4.216115
H25 5.476506 1.243265 3.120735
H26 5.904776 -0.416915 2.480105
H27 6.158476 -0.067685 4.129985
H28 3.301986 0.324455 1.939155
C11 0.147516 -0.297485 1.543095
C12 0.279976 -0.948385 0.203915
C13 -0.983414 -1.232095 -0.608505
O5 1.250896 -0.323085 -0.606545
H29 -0.541034 0.547455 1.534095
H30 1.081216 0.047105 1.987565
H31 -0.281024 -0.891155 2.350565
H32 0.740336 -1.918295 0.392175
H33 -1.303914 -0.340575 -1.147565
H34 -1.865044 -1.607925 -0.089295
H35 -0.670494 -1.923045 -1.391305
H36 1.651576 0.384415 -0.096165
C14 -0.748974 -1.455465 -6.239955
C15 -0.874494 -2.680195 -5.280265
C16 0.232466 -3.664705 -5.383885
O6 -0.805834 -2.116895 -4.039405
H37 -0.674334 -1.764455 -7.282585
H38 0.006706 -0.687365 -6.075445
H39 -1.694614 -0.923465 -6.135855
H40 -1.838554 -3.143945 -5.489155
H41 -0.043454 -4.301275 -6.224575
H42 0.420556 -4.260385 -4.490645
H43 1.164236 -3.138655 -5.591665
H44 -0.035084 -1.547285 -3.983895
C17 0.672376 2.335535 -2.804425
C18 0.444996 3.837985 -2.912515
C19 1.731546 4.632605 -2.942535
O7 -0.238094 4.118585 -4.122485
H45 1.182166 2.015385 -1.895725
H46 1.230816 1.947715 -3.656385
H47 -0.275834 1.799055 -2.838945
H48 -0.183314 4.218225 -2.107075
H49 2.211436 4.380715 -1.996835
H50 1.551346 5.707005 -2.906735
H51 2.403346 4.374615 -3.761215
H52 0.368316 3.967665 -4.851235
C20 4.366016 -3.697685 -1.424125
C21 3.181916 -4.209905 -2.240355
C22 1.855566 -4.101115 -1.567705
O8 3.134886 -3.594965 -3.492615
H53 5.304946 -4.071515 -1.832485
H54 4.246516 -4.140255 -0.435205
H55 4.335166 -2.608345 -1.402405
H56 3.296216 -5.258175 -2.516355
H57 1.102196 -4.480005 -2.258345
H58 1.601636 -3.082245 -1.275255
H59 1.666036 -4.681955 -0.665045
H60 2.568176 -2.827005 -3.389275
C23 -0.076534 0.175815 5.256535
C24 0.954616 -0.313065 6.288135
C25 1.814646 0.847585 6.827255
O9 0.267256 -1.152755 7.144405
H61 -0.709104 0.999005 5.588665
H62 -0.698974 -0.666705 4.955155
H63 0.481496 0.445365 4.359845
H64 1.625446 -1.106295 5.958185
H65 1.343256 1.438945 7.612225
H66 2.159036 1.598815 6.116515
H67 2.717246 0.372565 7.211675
H68 -0.548404 -0.719975 7.407095
C26 -3.658034 1.280535 -5.200515
C27 -3.293104 0.913365 -3.781375
C28 -4.259534 1.618435 -2.751815
O10 -3.457544 -0.440845 -3.556655
H69 -4.079614 2.285185 -5.168305
H70 -4.382704 0.548645 -5.557285
H71 -2.704974 1.195395 -5.722555
H72 -2.246344 1.138905 -3.577585
H73 -4.193194 2.692205 -2.927075
H74 -3.897474 1.376545 -1.752565
H75 -5.329794 1.451065 -2.872785
H76 -2.598514 -0.739705 -3.863815
C29 4.852486 0.809735 -1.092135
C30 5.887986 1.877795 -0.757575
C31 6.609566 2.326905 -1.986425
O11 5.198996 2.978795 -0.339925
H77 5.330076 0.001715 -1.646305
H78 3.979316 1.024395 -1.708245
H79 4.563006 0.194175 -0.240445
H80 6.620146 1.489115 -0.049775
H81 7.386216 3.040055 -1.710135
H82 5.960206 2.726685 -2.765275
H83 7.008736 1.540925 -2.627515
H84 5.711456 3.784515 -0.438945
C32 -5.321714 -5.048505 -1.959865
C33 -3.878544 -4.681355 -1.493315
C34 -2.894584 -4.142065 -2.489215
O12 -4.021594 -3.747635 -0.387795
H85 -6.031274 -5.256965 -1.159145
H86 -5.316434 -5.913535 -2.623045
H87 -5.656314 -4.211785 -2.573085
H88 -3.440834 -5.515735 -0.945315
H89 -2.301664 -4.905525 -2.992885
H90 -2.080424 -3.525805 -2.107815
H91 -3.353184 -3.529685 -3.265595
H92 -4.534294 -3.024115 -0.755565
C35 3.694396 3.750885 2.924425
C36 2.625486 3.197785 1.952785
C37 2.269276 4.243405 0.935435
O13 3.187926 2.149015 1.243025
H93 4.162266 3.025125 3.589605
H94 3.168556 4.476985 3.544405
H95 4.543016 4.234535 2.440665
H96 1.846586 2.762015 2.578505
H97 1.970066 5.168745 1.427695
H98 1.408026 4.013515 0.308145
H99 3.087216 4.540555 0.279095
H100 3.983826 2.456465 0.802985
C38 -6.249674 1.391635 2.140115
C39 -5.651764 1.012575 0.858285
C40 -4.652264 -0.114735 1.002785
O14 -6.667914 0.530025 0.013315
H101 -6.656034 0.485705 2.589865
H102 -7.024504 2.156555 2.088745
H103 -5.518364 1.689545 2.891475
H104 -5.069694 1.808305 0.393405
H105 -5.079934 -0.949305 1.558375
H106 -3.778384 0.247915 1.544015
H107 -4.144774 -0.548585 0.141205
H108 -7.367294 1.186395 -0.027285

Cartesian forces (eV/Å) of the 2 atoms listed first:
0.1 -1.0 -0.2
0.5 0.7 -0.6

Values from the calculation:
HOMO-LUMO gap   9.70 eV
Spin multiplicity   1
ΔE to the lowest compared entry with this formula, charge and spin   113.60 kcal/mol
Total charge   0

---

C40H110F2Li2N11O14S2 | the ωB97M-V functional and the def2-TZVPD basis

Atoms and positions in Å:
Li1 1.693441 -4.097618 -1.503256
Li2 4.528233 -2.354280 1.446882
N1 1.279013 -1.354154 0.786116
S1 0.795367 0.207704 0.196499
O1 1.316686 1.300018 0.969816
O2 -0.483403 0.378508 -0.464606
F1 1.829576 0.122645 -0.993021
S2 0.250691 -1.184843 1.967116
O3 -1.188430 -1.274192 1.787201
O4 0.685152 -0.385361 3.071507
F2 0.485539 -2.738224 2.401903
C1 5.949269 3.129848 -8.034507
C2 5.064351 2.797046 -6.742173
C3 4.597438 4.116189 -6.072176
O5 5.512918 4.966900 -5.455928
C4 4.939361 5.962155 -4.592529
N2 3.978084 1.984755 -7.078273
H1 6.229613 2.155079 -8.433649
H2 6.894076 3.646610 -7.865916
H3 5.463652 3.654419 -8.857375
H4 5.652279 2.238623 -6.013740
H5 3.887555 3.798897 -5.308322
H6 3.951337 4.749012 -6.680614
H7 4.327642 6.630632 -5.198380
H8 5.764404 6.523238 -4.153703
H9 4.244497 5.562015 -3.854184
H10 4.256245 1.130638 -7.540031
H11 3.543871 1.638878 -6.234519
C5 -3.500989 -1.245507 -9.796496
C6 -2.719417 -0.422938 -8.849215
C7 -2.365344 -1.280162 -7.563687
O6 -3.556961 -1.743751 -6.991081
C8 -4.298135 -0.754606 -6.302156
N3 -1.494910 0.028843 -9.505019
H12 -4.357705 -1.690868 -9.290746
H13 -2.927682 -2.003599 -10.330079
H14 -3.950890 -0.669371 -10.605066
H15 -3.299485 0.428680 -8.493721
H16 -1.795867 -0.626116 -6.903354
H17 -1.779105 -2.155371 -7.843714
H18 -3.689326 -0.205951 -5.583542
H19 -5.054199 -1.300261 -5.737593
H20 -4.772020 0.050946 -6.863089
H21 -0.698167 0.229050 -8.917478
H22 -1.771310 0.888811 -9.956875
C9 6.593487 -3.065690 6.431906
C10 7.248800 -3.720207 5.139668
C11 8.507598 -4.584809 5.377631
O7 9.161135 -5.095418 4.198996
C12 9.740756 -4.103432 3.384568
N4 6.215196 -4.297471 4.282636
H23 6.044762 -3.775354 7.051080
H24 5.873744 -2.337407 6.058190
H25 7.370090 -2.636792 7.065172
H26 7.615024 -2.965959 4.443178
H27 8.258137 -5.417774 6.034929
H28 9.256380 -4.021538 5.934543
H29 9.068714 -3.323782 3.025955
H30 10.282248 -4.550546 2.550907
H31 10.513473 -3.662449 4.014278
H32 6.707296 -5.079518 3.874784
H33 5.570606 -4.889539 4.786667
C13 7.172951 2.788897 0.743566
C14 7.734432 1.677986 1.618468
C15 8.761975 2.352418 2.660144
O8 9.148549 1.389468 3.732588
C16 9.979965 1.937048 4.701242
N5 6.692588 1.121550 2.405446
H34 6.354921 3.352320 1.192433
H35 6.655213 2.503323 -0.172130
H36 7.971877 3.458601 0.425250
H37 8.261641 0.905765 1.058266
H38 8.365353 3.283439 3.065093
H39 9.730959 2.499017 2.182985
H40 9.562441 2.753920 5.289884
H41 10.901132 2.323193 4.264847
H42 10.267302 1.161959 5.411711
H43 7.270149 1.023825 3.228232
H44 6.127286 1.919355 2.658472
C17 -1.839823 10.419679 -5.797350
C18 -1.248348 9.312444 -6.715687
C19 -2.104769 7.969552 -6.647814
O9 -2.171020 7.550805 -5.302887
C20 -2.754155 6.355704 -5.136909
N6 -1.258071 9.925311 -8.061930
H45 -2.826363 10.709205 -6.159311
H46 -1.297550 11.356105 -5.928300
H47 -1.815342 10.120571 -4.749472
H48 -0.247454 9.014858 -6.403056
H49 -1.650454 7.190300 -7.259734
H50 -3.137111 8.180757 -6.926646
H51 -2.617624 5.860822 -4.175375
H52 -2.460520 5.663096 -5.925674
H53 -3.822234 6.414464 -5.346371
H54 -2.233649 9.903194 -8.322431
H55 -1.076221 10.918166 -8.026415
C21 -2.675014 8.423494 0.704097
C22 -1.296388 8.141268 1.197003
C23 -1.128564 6.766194 1.859338
O10 -1.964869 6.660724 3.070468
C24 -1.921363 5.384461 3.700884
N7 -0.284312 8.189735 0.171035
H56 -3.444864 8.271322 1.460571
H57 -2.998037 7.758485 -0.096863
H58 -2.747709 9.408854 0.243790
H59 -1.029082 8.848990 1.981731
H60 -0.094856 6.499409 2.079267
H61 -1.436776 5.989893 1.159001
H62 -0.874879 5.092348 3.788211
H63 -2.396566 4.687049 3.011015
H64 -2.444963 5.502004 4.649637
H65 -0.653431 7.790848 -0.680281
H66 0.064719 9.115163 -0.033519
C25 -6.176288 -1.217986 6.966684
C26 -6.581625 -2.161533 5.874462
C27 -6.128358 -3.629408 6.283643
O11 -6.559667 -4.573245 5.274218
C28 -5.750100 -5.814245 5.273235
N8 -8.024905 -2.169384 5.809962
H67 -5.113420 -1.214694 7.208334
H68 -6.675058 -1.417681 7.915077
H69 -6.428677 -0.189329 6.709234
H70 -6.220346 -1.843411 4.896519
H71 -6.516042 -3.943316 7.252800
H72 -5.069528 -3.715968 6.527546
H73 -4.688575 -5.614709 5.126760
H74 -5.973303 -6.564807 4.514979
H75 -5.856942 -6.388134 6.193749
H76 -8.343077 -2.481316 6.716365
H77 -8.254338 -2.953636 5.216320
C29 -3.100461 -6.562003 -1.758264
C30 -1.716251 -6.142680 -1.156394
C31 -0.720194 -7.299139 -1.346040
O12 0.514948 -6.888013 -0.743284
C32 1.572570 -7.865900 -0.878931
N9 -1.298232 -4.910696 -1.754669
H78 -3.176617 -6.610902 -2.844497
H79 -3.837507 -5.834516 -1.418215
H80 -3.463399 -7.515043 -1.373437
H81 -1.824531 -5.936481 -0.091563
H82 -0.493741 -7.478334 -2.397094
H83 -1.026175 -8.267997 -0.951344
H84 1.346690 -8.820848 -0.404417
H85 2.454498 -7.408225 -0.430781
H86 1.751906 -8.034847 -1.940716
H87 -1.812272 -4.179789 -1.283889
H88 -1.790320 -4.822375 -2.632244
C33 3.762871 -9.518151 7.504337
C34 2.311553 -9.304999 7.211424
C35 1.384471 -10.022958 8.203091
O13 0.028989 -9.782986 7.778765
C36 -0.910584 -10.182420 8.794768
N10 2.167503 -7.835843 7.326955
H89 4.243967 -8.933787 8.288656
H90 4.269367 -9.462105 6.540798
H91 4.048841 -10.560180 7.647497
H92 2.024960 -9.705342 6.238952
H93 1.576709 -9.597171 9.187894
H94 1.522320 -11.087936 8.390000
H95 -0.972397 -11.264642 8.909129
H96 -1.891592 -9.858611 8.447115
H97 -0.621089 -9.742339 9.749028
H98 1.227407 -7.681835 6.991384
H99 2.130791 -7.648254 8.318698
C37 -10.605435 2.549267 -2.788335
C38 -10.090914 3.443005 -1.664180
C39 -8.602928 3.829717 -1.827079
O14 -7.788321 2.698935 -1.858849
C40 -7.183553 2.188645 -0.705171
N11 -10.895129 4.633609 -1.629333
H100 -10.555164 3.084315 -3.736642
H101 -11.602795 2.177412 -2.553623
H102 -9.925887 1.698048 -2.830041
H103 -10.247463 3.021088 -0.671429
H104 -8.210908 4.570090 -1.129764
H105 -8.511474 4.291928 -2.809988
H106 -6.573942 2.843388 -0.082463
H107 -6.509943 1.360084 -0.923907
H108 -7.996565 1.855914 -0.059879
H109 -11.818787 4.275958 -1.431737
H110 -10.721009 4.986105 -0.699009

Cartesian forces (eV/Å) of the 2 atoms listed first:
-1.3 -0.3 0.1
-0.1 0.5 0.7

Values from the calculation:
HOMO-LUMO gap   4.66 eV
Spin multiplicity   1
ΔE to the lowest compared entry with this formula, charge and spin   246.05 kcal/mol
Total charge   +1

---

no.,E_HOMO (eV)
1,-9.531
2,-10.146